one:
The following is a DFT calculation (ωB97M-V/def2-TZVPD) of a 2-piece molecular cluster, C5H14S overall.

The HOMO energy comes out at -8.50 eV. As for the molar mass: 106.2 g mol⁻¹. The spin multiplicity is 1. As for the SMILES: CCSC.CC.

Last columns: bonded neighbours and bond lengths (Å).
Atoms and positions in Å:
1 C 2.38 0.34 0.27  C2 1.475, H5 1.060, H6 1.201, H7 1.073
2 C 1.37 0.04 -0.77  C1 1.475, S3 1.795, H8 1.079, H9 1.097
3 S 1.63 -1.62 -1.38  C2 1.795, C4 1.977
4 C 0.69 -2.61 0.05  S3 1.977, H10 1.038, H11 1.101, H12 0.997
5 H 3.28 -0.21 0.22  C1 1.060
6 H 2.08 0.07 1.40  C1 1.201
7 H 2.60 1.39 0.33  C1 1.073
8 H 0.46 0.08 -0.19  C2 1.079
9 H 1.38 0.78 -1.58  C2 1.097
10 H -0.19 -2.85 -0.46  C4 1.038
11 H 1.32 -3.49 0.23  C4 1.101
12 H 0.60 -2.19 0.95  C4 0.997
13 C -2.31 0.67 -0.47  C14 1.610, H15 1.070, H16 1.109, H17 1.088
14 C -2.08 1.83 0.63  C13 1.610, H18 1.081, H19 1.185, H20 1.094
15 H -2.04 1.17 -1.37  C13 1.070
16 H -1.63 -0.16 -0.20  C13 1.109
17 H -3.35 0.34 -0.41  C13 1.088
18 H -2.29 1.57 1.65  C14 1.081
19 H -2.85 2.68 0.34  C14 1.185
20 H -1.05 2.19 0.75  C14 1.094

---

two:
The following is a DFT calculation (ωB97M-V/def2-TZVPD) of a 2-piece molecular cluster, C5H14S overall.

The HOMO energy comes out at -8.97 eV. As for the molar mass: 106.2 g mol⁻¹. The spin multiplicity is 1. As for the SMILES: CCC.CCS.

Last columns: bonded neighbours and bond lengths (Å).
Atoms and positions in Å:
1 C 0.55 -2.60 1.39  C2 1.520, H4 1.098, H5 1.096, H6 1.087
2 C -0.89 -2.10 1.47  C1 1.520, C3 1.547, H7 1.089, H8 1.097
3 C -0.96 -0.88 2.42  C2 1.547, H9 1.098, H10 1.088, H11 1.091
4 H 0.83 -2.94 2.39  C1 1.098
5 H 0.59 -3.45 0.70  C1 1.096
6 H 1.30 -1.87 1.08  C1 1.087
7 H -1.25 -1.90 0.47  C2 1.089
8 H -1.59 -2.85 1.86  C2 1.097
9 H -1.93 -0.37 2.31  C3 1.098
10 H -0.90 -1.26 3.43  C3 1.088
11 H -0.17 -0.15 2.22  C3 1.091
12 C 0.38 -0.05 -2.16  C13 1.567, H15 1.077, H16 1.101, H17 1.079
13 C 0.41 0.78 -0.83  C12 1.567, S14 1.806, H18 1.083, H19 1.095
14 S 0.25 2.53 -1.26  C13 1.806, H20 1.335
15 H 0.89 -0.97 -1.91  C12 1.077
16 H 1.02 0.53 -2.84  C12 1.101
17 H -0.63 -0.07 -2.55  C12 1.079
18 H -0.34 0.45 -0.13  C13 1.083
19 H 1.41 0.71 -0.40  C13 1.095
20 H -0.04 2.98 -0.04  S14 1.335

---

three:
The following is a DFT calculation (ωB97M-V/def2-TZVPD) of a 2-piece molecular cluster, C5H14S overall.

The HOMO energy comes out at -8.44 eV. As for the molar mass: 106.2 g mol⁻¹. The spin multiplicity is 1. As for the SMILES: CCC.CSC.

Last columns: bonded neighbours and bond lengths (Å).
Atoms and positions in Å:
1 C -2.31 -0.05 -0.95  C2 1.624, H4 1.149, H5 1.085, H6 1.077
2 C -0.83 -0.37 -1.54  C1 1.624, C3 1.657, H7 1.055, H8 1.140
3 C -0.43 0.86 -2.57  C2 1.657, H9 1.067, H10 1.103, H11 1.104
4 H -3.15 -0.22 -1.72  C1 1.149
5 H -2.24 1.00 -0.68  C1 1.085
6 H -2.61 -0.70 -0.15  C1 1.077
7 H -0.28 -0.24 -0.65  C2 1.055
8 H -0.83 -1.43 -1.97  C2 1.140
9 H -0.29 1.70 -1.93  C3 1.067
10 H 0.51 0.86 -3.16  C3 1.103
11 H -1.32 1.16 -3.16  C3 1.104
12 C 1.64 0.36 3.32  S13 1.887, H15 1.045, H16 1.121, H17 1.095
13 S 0.60 0.35 1.75  C12 1.887, C14 1.730
14 C 1.37 -0.87 0.80  S13 1.730, H18 1.143, H19 1.103, H20 1.108
15 H 1.32 -0.51 3.82  C12 1.045
16 H 2.71 0.34 2.99  C12 1.121
17 H 1.48 1.23 3.97  C12 1.095
18 H 1.89 -1.69 1.40  C14 1.143
19 H 2.19 -0.39 0.23  C14 1.103
20 H 0.60 -1.38 0.19  C14 1.108

---

The structure with the most favorable energy is two; the runner-up is 1.188 eV above it.

---

one:
The following is a DFT calculation (ωB97M-V/def2-TZVPD) of a 2-piece molecular cluster, C5H14S overall.

The HOMO energy comes out at -8.42 eV. As for the molar mass: 106.2 g mol⁻¹. The spin multiplicity is 1. As for the SMILES: CCSC.CC.

Last columns: bonded neighbours and bond lengths (Å).
Atoms and positions in Å:
1 C -1.91 2.75 -2.06  C2 1.527, H5 1.092, H6 1.093, H7 1.088
2 C -1.21 1.65 -1.26  C1 1.527, S3 1.808, H8 1.093, H9 1.088
3 S -0.83 2.27 0.39  C2 1.808, C4 1.828
4 C 0.48 1.11 0.91  S3 1.828, H10 1.070, H11 1.084, H12 1.085
5 H -2.03 2.44 -3.10  C1 1.092
6 H -1.38 3.70 -2.00  C1 1.093
7 H -2.90 2.95 -1.65  C1 1.088
8 H -1.91 0.81 -1.19  C2 1.093
9 H -0.32 1.32 -1.81  C2 1.088
10 H 1.38 1.65 1.11  C4 1.070
11 H 0.17 0.62 1.83  C4 1.084
12 H 0.59 0.36 0.14  C4 1.085
13 C 0.53 -2.73 0.86  C14 1.509, H15 1.092, H16 1.096, H17 1.101
14 C 1.96 -2.68 1.36  C13 1.509, H18 1.085, H19 1.095, H20 1.092
15 H 0.09 -3.72 0.75  C13 1.092
16 H -0.17 -2.13 1.44  C13 1.096
17 H 0.38 -2.33 -0.16  C13 1.101
18 H 2.05 -2.70 2.44  C14 1.085
19 H 2.52 -1.79 1.06  C14 1.095
20 H 2.49 -3.54 0.93  C14 1.092

---

two:
The following is a DFT calculation (ωB97M-V/def2-TZVPD) of a 2-piece molecular cluster, C5H14S overall.

The HOMO energy comes out at -8.39 eV. As for the molar mass: 106.2 g mol⁻¹. The spin multiplicity is 1. As for the SMILES: CCC.CSC.

Last columns: bonded neighbours and bond lengths (Å).
Atoms and positions in Å:
1 C 2.62 -0.24 -1.23  C2 1.549, H4 1.100, H5 1.087, H6 1.087
2 C 1.55 -1.35 -1.13  C1 1.549, C3 1.510, H7 1.092, H8 1.096
3 C 2.22 -2.63 -0.68  C2 1.510, H9 1.097, H10 1.091, H11 1.096
4 H 2.87 -0.14 -2.30  C1 1.100
5 H 2.34 0.78 -1.01  C1 1.087
6 H 3.56 -0.56 -0.79  C1 1.087
7 H 0.74 -1.03 -0.48  C2 1.092
8 H 1.03 -1.51 -2.08  C2 1.096
9 H 2.71 -2.44 0.28  C3 1.097
10 H 2.99 -2.99 -1.36  C3 1.091
11 H 1.59 -3.48 -0.39  C3 1.096
12 C -2.29 1.77 -0.12  S13 1.858, H15 1.086, H16 1.081, H17 1.094
13 S -3.84 1.49 0.86  C12 1.858, C14 1.856
14 C -3.11 1.57 2.57  S13 1.856, H18 1.085, H19 1.079, H20 1.088
15 H -1.42 1.14 0.07  C12 1.086
16 H -2.51 2.01 -1.15  C12 1.081
17 H -2.03 2.69 0.42  C12 1.094
18 H -2.06 1.78 2.41  C14 1.085
19 H -3.39 0.69 3.12  C14 1.079
20 H -3.57 2.47 2.97  C14 1.088

---

three:
The following is a DFT calculation (ωB97M-V/def2-TZVPD) of a 2-piece molecular cluster, C5H14S overall.

The HOMO energy comes out at -8.49 eV. As for the molar mass: 106.2 g mol⁻¹. The spin multiplicity is 1. As for the SMILES: CCC.CSC.

Last columns: bonded neighbours and bond lengths (Å).
Atoms and positions in Å:
1 C -0.94 0.27 -0.76  C2 1.566, H4 1.039, H5 1.188, H6 1.155
2 C -2.12 0.96 -1.54  C1 1.566, C3 1.555, H7 1.091, H8 1.044
3 C -2.35 -0.01 -2.74  C2 1.555, H9 1.105, H10 1.154, H11 1.103
4 H -0.59 -0.58 -1.24  C1 1.039
5 H -1.29 0.25 0.38  C1 1.188
6 H 0.09 0.79 -0.69  C1 1.155
7 H -3.01 0.99 -0.91  C2 1.091
8 H -1.77 1.89 -1.85  C2 1.044
9 H -1.57 -0.70 -3.12  C3 1.105
10 H -3.15 -0.73 -2.33  C3 1.154
11 H -2.64 0.45 -3.69  C3 1.103
12 C 1.36 -0.41 3.13  S13 1.864, H15 1.156, H16 1.110, H17 1.071
13 S 1.26 -1.09 1.40  C12 1.864, C14 1.868
14 C 2.95 -0.43 0.95  S13 1.868, H18 1.057, H19 1.014, H20 1.178
15 H 2.30 -0.79 3.68  C12 1.156
16 H 1.21 0.68 3.00  C12 1.110
17 H 0.56 -0.84 3.70  C12 1.071
18 H 3.78 -1.09 1.04  C14 1.057
19 H 3.17 0.28 1.64  C14 1.014
20 H 2.74 0.11 -0.07  C14 1.178

---

The structure with the most favorable energy is one; the runner-up is 0.625 eV above it.

---

one:
The following is a DFT calculation (ωB97M-V/def2-TZVPD) of a 3-piece molecular cluster, C6H12Br6 overall.

The HOMO energy comes out at -10.02 eV. As for the molar mass: 563.6 g mol⁻¹. The spin multiplicity is 1. As for the SMILES: BrCCBr.BrCCBr.BrCCBr.

Last columns: bonded neighbours and bond lengths (Å).
Atoms and positions in Å:
1 Br 33.83 -4.80 30.19  C2 1.944
2 C 34.29 -3.08 30.96  Br1 1.944, C3 1.501, H5 1.086, H6 1.087
3 C 33.77 -1.93 30.15  C2 1.501, Br4 1.936, H7 1.087, H8 1.086
4 Br 34.73 -1.74 28.47  C3 1.936
5 H 35.38 -3.06 31.04  C2 1.086
6 H 33.87 -3.10 31.96  C2 1.087
7 H 33.88 -0.99 30.68  C3 1.087
8 H 32.73 -2.07 29.88  C3 1.086
9 Br 36.11 -4.56 34.37  C10 1.931
10 C 37.49 -4.13 33.09  Br9 1.931, C11 1.497, H13 1.085, H14 1.088
11 C 38.30 -2.94 33.51  C10 1.497, Br12 1.946, H15 1.087, H16 1.086
12 Br 37.24 -1.30 33.49  C11 1.946
13 H 37.01 -3.99 32.13  C10 1.085
14 H 38.13 -5.01 33.04  C10 1.088
15 H 39.13 -2.78 32.82  C11 1.087
16 H 38.67 -3.03 34.52  C11 1.086
17 Br 32.26 -3.06 38.16  C18 1.954
18 C 31.47 -3.50 36.43  Br17 1.954, C19 1.511, H21 1.084, H22 1.083
19 C 32.59 -3.64 35.42  C18 1.511, Br20 1.935, H23 1.085, H24 1.085
20 Br 31.83 -4.10 33.70  C19 1.935
21 H 30.80 -2.69 36.19  C18 1.084
22 H 30.92 -4.43 36.58  C18 1.083
23 H 33.30 -4.42 35.70  C19 1.085
24 H 33.15 -2.71 35.31  C19 1.085

---

two:
The following is a DFT calculation (ωB97M-V/def2-TZVPD) of a 3-piece molecular cluster, C6H12Br6 overall.

The HOMO energy comes out at -9.89 eV. As for the molar mass: 563.6 g mol⁻¹. The spin multiplicity is 1. As for the SMILES: BrCCBr.BrCCBr.BrCCBr.

Last columns: bonded neighbours and bond lengths (Å).
Atoms and positions in Å:
1 Br -1.98 0.36 1.63  C2 1.926
2 C -1.02 0.90 3.21  Br1 1.926, C3 1.507, H5 1.090, H6 1.080
3 C -1.45 0.10 4.42  C2 1.507, Br4 1.929, H7 1.089, H8 1.087
4 Br -0.36 0.64 5.92  C3 1.929
5 H -1.26 1.95 3.38  C2 1.090
6 H 0.04 0.87 2.99  C2 1.080
7 H -1.34 -0.98 4.31  C3 1.089
8 H -2.50 0.27 4.65  C3 1.087
9 Br 2.52 -0.06 -1.16  C10 1.955
10 C 2.00 1.29 0.16  Br9 1.955, C11 1.481, H13 1.083, H14 1.082
11 C 0.91 2.12 -0.42  C10 1.481, Br12 1.938, H15 1.082, H16 1.083
12 Br 0.30 3.39 0.92  C11 1.938
13 H 2.89 1.88 0.34  C10 1.083
14 H 1.71 0.77 1.06  C10 1.082
15 H 0.05 1.52 -0.67  C11 1.082
16 H 1.27 2.66 -1.28  C11 1.083
17 Br -1.26 -0.72 -2.34  C18 1.945
18 C -0.98 -2.10 -3.69  Br17 1.945, C19 1.516, H21 1.084, H22 1.084
19 C 0.49 -2.35 -4.00  C18 1.516, Br20 1.924, H23 1.082, H24 1.087
20 Br 1.42 -3.16 -2.53  C19 1.924
21 H -1.52 -1.79 -4.57  C18 1.084
22 H -1.44 -2.97 -3.24  C18 1.084
23 H 1.00 -1.46 -4.32  C19 1.082
24 H 0.52 -3.12 -4.78  C19 1.087

---

The structure with the most favorable energy is one; the runner-up is 0.069 eV above it.

---

one:
The following is a DFT calculation (ωB97M-V/def2-TZVPD) of one molecule with the formula C11H20N2O3.

The HOMO energy comes out at -9.00 eV. As for the molar mass: 228.3 g mol⁻¹. The spin multiplicity is 1. As for the SMILES: CC[C@H](C)[C@H](N)C(=O)N1CCC[C@H]1C(=O)O.

Last columns: bonded neighbours and bond lengths (Å).
Atoms and positions in Å:
1 C 2.74 2.58 1.03  C2 1.598, H17 1.151, H18 1.132, H19 1.078
2 C 1.87 1.26 0.84  C1 1.598, C3 1.502, H20 1.159, H21 1.167
3 C 2.57 0.04 0.31  C2 1.502, C4 1.519, C5 1.565, H22 1.137
4 C 3.20 0.04 -1.07  C3 1.519, H23 1.141, H24 1.048, H25 1.184
5 C 1.54 -1.14 0.25  C3 1.565, N6 1.441, C7 1.513, H26 1.068
6 N 2.07 -2.39 -0.24  C5 1.441, H27 1.069, H28 1.042
7 C 0.27 -1.00 -0.57  C5 1.513, O8 1.264, N9 1.332
8 O 0.13 -1.06 -1.82  C7 1.264
9 N -0.84 -0.97 0.17  C7 1.332, C10 1.531, C13 1.559
10 C -1.03 -0.88 1.69  N9 1.531, C11 1.578, H29 1.099, H30 1.141
11 C -2.44 -0.22 1.90  C10 1.578, C12 1.510, H31 1.074, H32 1.092
12 C -3.19 -0.50 0.62  C11 1.510, C13 1.524, H33 1.092, H34 1.085
13 C -2.15 -0.43 -0.49  N9 1.559, C12 1.524, C14 1.490, H35 1.112
14 C -2.03 0.97 -0.98  C13 1.490, O15 1.210, O16 1.373
15 O -2.97 1.63 -1.35  C14 1.210
16 O -0.83 1.61 -0.77  C14 1.373, H36 0.996
17 H 2.32 3.23 1.89  C1 1.151
18 H 3.82 2.25 1.18  C1 1.132
19 H 2.86 3.04 0.06  C1 1.078
20 H 0.94 1.65 0.27  C2 1.159
21 H 1.50 1.01 1.92  C2 1.167
22 H 3.30 -0.26 1.13  C3 1.137
23 H 4.04 0.82 -1.10  C4 1.141
24 H 2.46 0.18 -1.79  C4 1.048
25 H 3.71 -1.02 -1.28  C4 1.184
26 H 1.35 -1.29 1.29  C5 1.068
27 H 1.36 -2.84 -0.90  N6 1.069
28 H 2.30 -2.93 0.62  N6 1.042
29 H -0.19 -0.22 1.92  C10 1.099
30 H -0.89 -1.96 2.02  C10 1.141
31 H -2.91 -0.71 2.74  C11 1.074
32 H -2.15 0.80 2.17  C11 1.092
33 H -4.05 0.17 0.62  C12 1.092
34 H -3.62 -1.49 0.64  C12 1.085
35 H -2.54 -1.05 -1.33  C13 1.112
36 H -0.93 2.42 -1.34  O16 0.996

---

two:
The following is a DFT calculation (ωB97M-V/def2-TZVPD) of one molecule with the formula C11H20N2O3.

The HOMO energy comes out at -9.12 eV. As for the molar mass: 228.3 g mol⁻¹. The spin multiplicity is 1. As for the SMILES: CC[C@H](C)[C@H](N)C(=O)N1CCC[C@H]1C(=O)O.

Last columns: bonded neighbours and bond lengths (Å).
Atoms and positions in Å:
1 C -1.86 -2.40 -1.47  C2 1.568, H17 1.100, H18 1.021, H19 1.159
2 C -0.36 -2.12 -1.15  C1 1.568, C3 1.603, H20 1.128, H21 1.057
3 C 0.09 -0.68 -1.70  C2 1.603, C4 1.543, C5 1.677, H22 1.073
4 C -0.15 -0.55 -3.22  C3 1.543, H23 1.025, H24 1.149, H25 1.079
5 C 1.55 -0.11 -1.10  C3 1.677, N6 1.451, C7 1.641, H26 1.101
6 N 2.57 -1.09 -1.40  C5 1.451, H27 1.068, H28 1.088
7 C 1.23 -0.13 0.51  C5 1.641, O8 1.242, N9 1.305
8 O 1.33 -1.12 1.26  C7 1.242
9 N 0.86 1.02 1.00  C7 1.305, C10 1.515, C13 1.470
10 C 0.59 2.38 0.39  N9 1.515, C11 1.598, H29 1.138, H30 1.096
11 C -0.67 2.67 1.34  C10 1.598, C12 1.475, H31 1.183, H32 1.151
12 C -0.15 2.28 2.67  C11 1.475, C13 1.480, H33 1.196, H34 1.117
13 C 0.40 0.94 2.39  N9 1.470, C12 1.480, C14 1.565, H35 1.031
14 C -0.73 -0.06 2.81  C13 1.565, O15 1.241, O16 1.363
15 O -1.10 -0.15 3.99  C14 1.241
16 O -1.33 -0.65 1.74  C14 1.363, H36 1.122
17 H -2.61 -1.79 -0.94  C1 1.100
18 H -2.03 -2.49 -2.47  C1 1.021
19 H -1.96 -3.50 -1.12  C1 1.159
20 H -0.18 -2.39 -0.07  C2 1.128
21 H 0.30 -2.82 -1.58  C2 1.057
22 H -0.57 0.05 -1.25  C3 1.073
23 H -1.01 -0.93 -3.63  C4 1.025
24 H -0.22 0.55 -3.54  C4 1.149
25 H 0.72 -0.90 -3.74  C4 1.079
26 H 1.83 0.85 -1.56  C5 1.101
27 H 3.43 -0.70 -0.90  N6 1.068
28 H 2.26 -1.95 -0.81  N6 1.088
29 H 1.51 2.99 0.64  C10 1.138
30 H 0.38 2.26 -0.68  C10 1.096
31 H -1.51 1.95 0.94  C11 1.183
32 H -1.05 3.74 1.13  C11 1.151
33 H 0.64 3.11 3.00  C12 1.196
34 H -1.01 2.11 3.36  C12 1.117
35 H 1.15 0.54 2.98  C13 1.031
36 H -2.34 -0.93 2.15  O16 1.122

---

three:
The following is a DFT calculation (ωB97M-V/def2-TZVPD) of one molecule with the formula C11H20N2O3.

The HOMO energy comes out at -9.26 eV. As for the molar mass: 228.3 g mol⁻¹. The spin multiplicity is 1. As for the SMILES: CC(C)C[C@H](N)C(=O)N1CCC[C@H]1C(=O)O.

Last columns: bonded neighbours and bond lengths (Å).
Atoms and positions in Å:
1 C -0.85 2.27 3.16  C2 1.565, H17 1.087, H18 1.097, H19 1.101
2 C -0.40 2.69 1.72  C1 1.565, C3 1.481, C4 1.501, H20 1.097
3 C 0.63 3.74 1.85  C2 1.481, H21 1.122, H22 1.072, H23 1.094
4 C 0.09 1.56 0.86  C2 1.501, C5 1.578, H24 1.094, H25 1.094
5 C -0.96 0.40 0.68  C4 1.578, N6 1.497, C7 1.579, H26 1.106
6 N -0.73 -0.73 1.64  C5 1.497, H27 1.024, H28 1.024
7 C -0.86 -0.20 -0.78  C5 1.579, O8 1.216, N9 1.347
8 O -1.60 0.21 -1.66  C7 1.216
9 N 0.02 -1.19 -1.01  C7 1.347, C10 1.498, C13 1.470
10 C 1.21 -1.64 -0.22  N9 1.498, C11 1.514, H29 1.089, H30 1.088
11 C 2.17 -2.02 -1.33  C10 1.514, C12 1.565, H31 1.103, H32 1.071
12 C 1.27 -2.55 -2.49  C11 1.565, C13 1.555, H33 1.089, H34 1.087
13 C 0.06 -1.58 -2.43  N9 1.470, C12 1.555, C14 1.514, H35 1.061
14 C -1.23 -2.32 -2.73  C13 1.514, O15 1.207, O16 1.353
15 O -1.91 -2.83 -1.87  C14 1.207
16 O -1.32 -2.49 -4.07  C14 1.353, H36 0.998
17 H -1.67 1.55 3.13  C1 1.087
18 H 0.00 1.81 3.66  C1 1.097
19 H -1.16 3.13 3.77  C1 1.101
20 H -1.33 3.10 1.30  C2 1.097
21 H 0.46 4.32 2.80  C3 1.122
22 H 0.70 4.45 1.05  C3 1.072
23 H 1.64 3.34 1.93  C3 1.094
24 H 1.03 1.13 1.20  C4 1.094
25 H 0.40 1.96 -0.11  C4 1.094
26 H -1.97 0.82 0.78  C5 1.106
27 H -1.56 -1.32 1.56  N6 1.024
28 H -0.75 -0.32 2.58  N6 1.024
29 H 0.92 -2.52 0.35  C10 1.089
30 H 1.57 -0.85 0.45  C10 1.088
31 H 2.74 -1.15 -1.70  C11 1.103
32 H 2.82 -2.79 -0.97  C11 1.071
33 H 1.72 -2.64 -3.48  C12 1.089
34 H 0.87 -3.53 -2.25  C12 1.087
35 H 0.12 -0.79 -3.13  C13 1.061
36 H -2.14 -3.04 -4.22  O16 0.998

---

The structure with the most favorable energy is three; the runner-up is 2.081 eV above it.